a:
The following is a DFT calculation (the ωB97M-V functional and the def2-TZVPD basis) of a cluster of 4 separate species, H7O3S in total.

Calculated values
- orbital gap (hartree) = 0.277

```
! wB97M-V def2-TZVPD RIJCOSX def2/J DEFGRID3
* xyz -1 1
S -0.9992 -0.5718 2.0034
H -0.6799 -0.0809 3.2337
H -0.9115 -0.6904 -2.1702
H 0.4147 -0.2363 -2.3452
O -0.3917 -0.3219 -2.8946
H -0.2030 2.6952 -0.1582
H -0.7864 1.3201 0.4315
O -0.7900 1.9372 -0.3249
H 1.3324 -0.6985 1.1867
H 1.3616 -2.1379 0.6401
O 1.6530 -1.2149 0.3977
*
```



b:
The following is a DFT calculation (the ωB97M-V functional and the def2-TZVPD basis) of a cluster of 4 separate species, H7O3S in total.

Calculated values
- orbital gap (hartree) = 0.287

```
! wB97M-V def2-TZVPD RIJCOSX def2/J DEFGRID3
* xyz -1 1
S 0.0919 0.3454 1.3237
H 0.5778 -0.2659 2.4492
H 2.3472 -0.6292 0.9844
H 2.5977 -1.8459 0.1470
O 3.1435 -1.2922 0.6630
H -2.4752 -0.7131 -0.9846
H -1.0912 -0.4721 -0.2106
O -1.6537 -1.2082 -0.7337
H -0.7484 1.4137 -1.5884
H -1.4599 2.4001 -0.5293
O -1.3296 2.2675 -1.5207
*
```



Compare the structures above. Which one is the most stable? a is.